# C3H7N

2 unconnected molecules or ions with the total composition C3H7N (ωB97M-V/def2-TZVPD, the Open Molecules 2025 dataset).

Element x y z (Å)
C  1.69  -0.69  -0.22
C  -0.76  -1.26  -1.12
C  0.42  -0.77  -0.42
N  0.25  1.58  1.11
H  0.34  1.46  2.13
H  -0.83  -0.67  -1.95
H  -1.77  -1.42  -0.62
H  -0.38  -2.37  -1.33
H  0.18  -0.08  0.51
H  -0.34  2.35  1.08
H  1.20  1.87  0.83

**LUMO energy**: 0.0279 Ha
**Max |F|**: 0.099 hartree/bohr
**Energy above the lowest of the compared OMol25 structures with the same formula, charge and spin**: 4.254 eV
**Highest occupied orbital energy**: -9.259 eV
**Kohn-Sham gap**: 10.02 eV

For each atom in turn, the Mulliken charge in e is:
1 C -0.63
2 C -0.82
3 C 0.33
4 N -0.83
5 H 0.26
6 H 0.27
7 H 0.31
8 H 0.21
9 H 0.40
10 H 0.22
11 H 0.29



# C3H7N

C3H7N in the gas phase (ωB97M-V/def2-TZVPD, the Open Molecules 2025 dataset).

Element x y z (Å)
C  -0.20  -0.52  0.54
C  0.57  0.37  -0.39
C  0.80  0.16  -1.72
H  -1.74  0.79  1.08
H  -1.29  -0.18  2.27
H  0.54  -1.06  1.18
H  -0.79  -1.24  -0.02
H  0.95  1.27  0.12
H  0.50  -0.72  -2.32
H  1.58  0.77  -2.22
N  -0.91  0.35  1.48

**LUMO energy**: 0.0435 Ha
**Max |F|**: 0.032 hartree/bohr
**Energy above the lowest of the compared OMol25 structures with the same formula, charge and spin**: 0.619 eV
**SMILES string**: C=CCN
**Highest occupied orbital energy**: -9.367 eV
**Kohn-Sham gap**: 10.55 eV

For each atom in turn, the Mulliken charge in e is:
1 C -0.31
2 C -0.11
3 C -0.71
4 H 0.21
5 H 0.22
6 H 0.23
7 H 0.28
8 H 0.31
9 H 0.26
10 H 0.23
11 N -0.60



# C3H7N2

A gas-phase ion, C3H7N2 (charge +1) (ωB97M-V/def2-TZVPD, the Open Molecules 2025 dataset).

Element x y z (Å)
C  0.91  -0.28  -0.46
C  -0.83  1.37  -0.11
C  -1.03  -1.07  -0.08
N  -0.33  0.19  -0.17
N  1.97  0.04  0.16
H  -0.14  2.26  -0.18
H  -1.90  1.58  -0.13
H  -1.19  -1.45  0.95
H  -2.05  -0.92  -0.54
H  -0.33  -1.92  -0.38
H  2.10  0.59  1.07
H  2.80  -0.39  -0.15

**Net charge**: +1
**LUMO energy (spin up / spin down)**: -0.1965 / -0.1965 Ha
**Max |F|**: 0.072 hartree/bohr
**Energy above the lowest of the compared OMol25 structures with the same formula, charge and spin**: 3.202 eV
**Highest occupied orbital energy (spin up / spin down)**: -13.785 / -13.786 eV
**Kohn-Sham gap (spin up / spin down)**: 8.44 / 8.44 eV

For each atom in turn, the Mulliken charge in e is:
1 C -0.26
2 C -0.01
3 C -0.80
4 N 0.22
5 N -0.24
6 H 0.25
7 H 0.27
8 H 0.34
9 H 0.33
10 H 0.32
11 H 0.27
12 H 0.30



# C3H7N2

A gas-phase ion, C3H7N2 (charge +1) (ωB97M-V/def2-TZVPD, the Open Molecules 2025 dataset).

Element x y z (Å)
C  -1.27  -0.09  -0.04
C  -2.74  0.00  -0.01
C  2.33  0.25  0.40
N  -0.15  -0.27  -0.19
N  1.44  -0.10  -0.63
H  -3.09  -0.89  -0.61
H  -3.07  0.12  1.03
H  -3.09  0.90  -0.46
H  2.05  1.11  0.83
H  2.74  -0.59  1.17
H  3.22  0.46  -0.29
H  1.62  -0.90  -1.21

**Net charge**: +1
**LUMO energy**: -0.1660 Ha
**Max |F|**: 0.118 hartree/bohr
**Energy above the lowest of the compared OMol25 structures with the same formula, charge and spin**: 3.323 eV
**SMILES string**: CC#[N+]NC
**Highest occupied orbital energy**: -15.171 eV
**Kohn-Sham gap**: 10.65 eV

For each atom in turn, the Mulliken charge in e is:
1 C 0.34
2 C -0.82
3 C -0.63
4 N 0.09
5 N -0.15
6 H 0.29
7 H 0.32
8 H 0.32
9 H 0.36
10 H 0.27
11 H 0.32
12 H 0.30



What are the total energy values for these records? In order: -173.0857, -173.2193, -227.6367, -227.6322 hartree.